1.
33
Properties=species:S:1:pos:R:3:forces:R:3 method="wB97M-V/def2-TZVPD" spin_multiplicity=1 homo_lumo_gap_ev=2.52 e_homo_ev=-0.52 e_above_lowest_kcal_mol=71.3 total_energy_ha=-2482.37587 total_charge=-1
Cu -9.9708 -17.1062 9.9296 -1.01 0.47 -2.29
O -5.4906 -16.5626 10.6900 0.66 0.87 -0.45
O -13.0713 -19.1351 8.5205 0.21 -0.40 -0.60
O -10.9760 -16.3219 7.9867 1.77 -0.50 1.57
O -11.4908 -18.9471 10.0633 0.48 0.00 0.61
O -11.4296 -14.3322 5.7069 -0.20 -0.36 0.34
O -7.5379 -17.3136 10.3829 -0.64 -0.09 -0.25
C -13.6828 -19.8803 10.6374 0.18 0.15 -0.09
C -11.6795 -15.6874 5.6699 1.23 2.30 0.25
C -11.9638 -16.3775 7.0420 -1.49 -0.05 0.29
C -14.4169 -20.7080 9.6038 -0.98 -1.34 0.61
C -6.4263 -17.5186 10.7696 -0.29 0.02 0.41
C -5.8863 -18.7739 11.4646 -1.41 2.37 -0.44
C -4.6191 -18.1922 12.0486 1.88 -2.76 0.46
C -12.5959 -19.2910 9.7629 -0.34 0.66 -0.20
C -4.2578 -16.8604 11.3775 -1.77 -0.95 0.82
C -14.1856 -19.9832 8.2656 -0.39 -0.78 0.79
H -4.1516 -16.1512 12.1952 0.26 0.45 -0.41
H -13.9708 -20.7466 7.5184 0.42 0.37 -0.27
H -13.2536 -20.3871 11.4973 -0.04 -0.26 -0.14
H -10.7635 -16.1609 5.2484 -0.20 -0.77 -0.22
H -12.3490 -17.4080 6.8500 0.39 -0.16 -0.31
H -5.9285 -19.5149 10.6682 0.73 -0.40 0.35
H -4.6850 -18.1278 13.1341 -0.31 0.44 -0.05
H -15.0594 -19.4339 7.9214 0.20 0.42 0.13
H -14.2925 -19.0615 11.0267 0.04 0.11 -0.15
H -14.0488 -21.7400 9.6116 0.70 0.23 -0.35
H -6.6311 -18.9844 12.2293 0.04 -0.42 -0.09
H -12.5548 -15.7792 4.9912 -0.27 -1.19 0.08
H -3.8774 -18.9945 11.9398 0.50 0.54 -0.15
H -3.4041 -16.8575 10.7088 -0.13 -0.04 -0.17
H -15.4585 -20.9486 9.8357 -0.19 0.81 -0.06
H -12.8886 -15.8750 7.4126 0.01 0.25 0.01



2.
31
Properties=species:S:1:pos:R:3:forces:R:3 method="wB97M-V/def2-TZVPD" spin_multiplicity=1 homo_lumo_gap_ev=7.17 e_homo_ev=-12.27 total_energy_ha=-1103.29285 total_charge=+1
P -1.2219 -1.2886 -0.7170 -1.61 -0.76 -0.06
Na -3.4631 1.7386 -0.5483 -0.32 0.22 0.22
F 2.5041 2.6784 0.0578 -2.01 -1.37 -0.62
N 0.8641 -3.1435 -3.2449 -0.24 2.71 5.10
N 1.7073 0.5393 -3.3036 0.51 -2.21 5.21
C -1.0899 -1.8720 2.1803 -0.01 -0.30 0.50
C 0.7967 -2.5826 -2.1845 -0.50 -1.34 -2.18
C 1.5555 0.4107 0.4586 0.46 0.50 0.07
C 1.6875 -0.6312 -0.7525 1.67 -0.21 -0.99
C 0.3962 2.5649 1.2990 -0.25 -0.24 -0.84
C 1.2600 1.9306 0.0627 -0.58 0.58 2.62
C 0.5920 -1.8162 -0.7762 1.94 0.12 -1.65
C -1.7974 -0.9248 1.0870 1.02 0.52 0.90
C 1.7978 0.0540 -2.2084 -1.15 1.11 -2.14
C -1.4991 0.4017 -1.5940 -0.96 0.25 0.24
H 0.9026 -2.5709 0.0359 -0.91 1.18 -1.16
H -1.1422 -1.3819 3.2289 -0.04 -0.85 -1.80
H 2.5615 0.4158 1.0355 -1.68 0.12 -1.02
H 2.7113 -1.1603 -0.6130 -1.68 0.89 -0.43
H 0.0178 -2.0593 1.9645 -1.56 0.43 0.24
H 0.5821 1.9861 2.2725 -0.13 1.18 -1.37
H -2.9272 -1.0379 1.2156 1.45 0.02 -0.60
H -2.6311 0.3699 -1.9054 2.00 -0.42 0.14
H -1.5838 -2.9139 2.2402 0.69 1.78 -0.17
H -1.3979 1.2956 -0.8669 0.65 -1.11 -1.23
H 0.5982 3.6864 1.3783 -0.15 -1.67 0.06
H -0.7330 2.4521 1.0456 1.69 0.10 0.44
H -0.9120 0.5056 -2.5674 -0.67 0.09 1.49
H 0.6182 2.0922 -0.8644 1.67 -0.21 0.76
H -1.5258 0.1603 1.3373 -0.37 -1.27 -0.18
H 0.7713 0.1010 1.2470 1.09 0.17 -1.57



3.
31
Properties=species:S:1:pos:R:3:forces:R:3 method="wB97M-V/def2-TZVPD" spin_multiplicity=5 homo_lumo_gap_ev="4.99 / 5.61" e_homo_ev="-4.49 / -6.89" e_above_lowest_kcal_mol=0.0 total_energy_ha=-3346.98559 total_charge=0
Ir 0.1210 1.1761 1.2049 0.88 3.01 2.49
Se -0.7346 -0.2144 -0.3397 -1.94 -2.59 -2.30
P 2.3150 0.7905 1.0333 0.89 0.39 0.83
N 0.6007 -2.7326 -0.4123 -0.22 0.24 1.53
N 0.0683 -2.1929 1.6450 0.10 0.07 -0.42
C -0.0622 -1.8192 0.3563 0.41 -0.20 -0.75
C -0.6391 2.9941 -1.2130 -0.69 0.89 -0.82
C -0.4471 -1.4096 2.7787 0.74 -0.89 0.06
C 1.1988 -3.6613 0.4315 -0.10 0.14 0.39
C -2.4726 3.4638 -2.4625 0.22 0.64 -2.46
C -2.8479 3.7380 -1.1112 2.08 -1.72 2.94
C -1.1095 3.2138 -2.5700 0.24 -0.60 0.19
C 0.7939 -2.5624 -1.8319 -0.17 -0.01 -0.60
C 0.8604 -3.3365 1.7155 -0.01 0.33 -0.94
C -1.7251 3.3376 -0.3148 -1.64 1.01 -0.61
H -0.4596 3.1761 -3.4717 -0.92 -0.31 0.78
H -3.2155 3.4946 -3.2972 0.96 0.14 0.67
H 1.8520 -4.4334 0.0527 -0.21 0.02 0.09
H 1.7072 -1.9954 -2.0433 -0.15 -0.07 0.10
H -0.1048 -0.3597 2.7152 -0.06 -0.25 0.19
H -3.8316 4.0402 -0.7493 0.43 -0.12 -0.16
H -1.6243 3.3264 0.7793 -0.23 0.08 -0.63
H -0.0171 -1.8918 3.6656 -0.26 0.35 -0.05
H 2.9440 1.2793 2.2491 0.04 -0.47 -0.85
H 0.3689 2.6437 -0.9380 -0.54 0.31 -0.07
H 0.8495 -3.5398 -2.3076 0.04 -0.02 0.03
H 2.7564 -0.5691 1.1130 0.19 0.19 -0.07
H 3.3102 1.2635 0.0992 -0.25 -0.21 0.32
H -1.5257 -1.4427 2.8046 -0.26 0.04 -0.02
H -0.0649 -2.0069 -2.2417 0.44 -0.29 0.20
H 1.1353 -3.7699 2.6602 -0.03 -0.10 -0.06



4.
29
Properties=species:S:1:pos:R:3:forces:R:3 method="wB97M-V/def2-TZVPD" spin_multiplicity=1 homo_lumo_gap_ev=10.53 e_homo_ev=-13.12 e_above_lowest_kcal_mol=39.9 smiles="C1=N[C@@H]2C3=[NH+]CCN3CC[C@@H]2CC1" total_energy_ha=-554.61830 total_charge=+1
N -0.7162 -2.4089 1.0570 -0.91 1.27 -1.11
N 1.5183 -0.3409 1.2958 -0.35 -0.63 0.17
N -1.1906 -0.9396 -0.5958 -1.82 -4.11 0.02
C 2.4170 0.4869 1.0599 1.80 1.65 0.85
C 0.0260 1.0200 -0.9477 2.29 3.81 0.77
C -1.7994 -2.2868 -1.0092 3.14 0.48 -2.78
C -0.9178 0.0650 -1.5375 1.06 0.38 -1.18
C 0.7939 2.4816 0.9249 0.60 -3.35 0.23
C -0.6410 -1.1515 0.5424 2.36 1.20 4.56
C -0.1794 1.2898 0.5457 2.04 2.37 -1.21
C -1.3218 -3.2655 0.0058 2.31 -1.53 0.08
C 2.3161 2.0144 0.8043 -3.93 -2.83 -1.96
C 0.1759 0.1202 1.3350 -2.39 -4.15 -0.99
H 1.1024 0.7629 -1.0092 -0.75 -0.37 -0.79
H 2.8266 2.5324 1.5131 2.21 1.46 1.54
H -0.4846 -3.8824 -0.4393 -0.86 0.47 0.56
H -0.4017 -0.4178 -2.3409 0.24 -0.45 -0.82
H -0.0300 2.1245 -1.3052 -0.16 -2.21 -0.43
H -1.3959 -2.5893 -2.0710 -0.90 0.84 1.94
H 0.5040 2.8329 1.8813 0.27 0.07 1.38
H -2.8160 -2.2303 -1.0298 -2.84 0.50 -0.22
H -1.1655 1.6443 0.4988 -1.71 0.27 1.38
H 3.4211 0.0689 1.1681 0.11 0.27 -0.44
H 0.5741 3.2794 0.3222 -0.27 1.98 -1.88
H -2.0828 -3.9750 0.3150 -0.13 0.30 0.45
H -1.7744 0.4985 -1.9965 -1.07 0.38 0.18
H -0.1277 0.0480 2.3774 -0.43 0.33 0.04
H 2.6562 2.0579 -0.2457 0.26 0.86 0.59
H -0.3619 -2.7560 1.9606 -0.17 0.74 -0.95



5.
30
Properties=species:S:1:pos:R:3:forces:R:3 method="wB97M-V/def2-TZVPD" spin_multiplicity=1 homo_lumo_gap_ev="7.99 / 7.99" e_homo_ev="-11.08 / -11.08" e_above_lowest_kcal_mol=50.8 total_energy_ha=-952.72597 total_charge=+1
S -1.2459 -3.0775 0.3004 1.39 2.07 -1.85
N -1.4792 -0.9664 -1.8596 0.54 0.34 -1.38
N 0.0576 -0.5542 0.8191 0.32 0.97 -2.76
N -0.0070 -1.3746 1.7776 -1.24 -0.06 4.43
C -2.6571 -0.0770 -1.6842 0.09 -1.14 -0.81
C -0.2718 -0.5669 -1.6019 -1.23 -0.10 -0.34
C 2.6174 2.0918 0.7425 -0.03 1.30 0.92
C 0.9151 -1.3639 -1.8840 1.53 1.21 1.97
C 1.8137 3.2285 0.8646 -1.58 -1.30 -0.03
C -0.6755 -2.4777 1.8026 0.34 -0.24 -2.46
C 0.7468 0.6818 0.9228 -0.61 -0.63 0.61
C 2.1183 0.8072 0.7284 -0.92 0.69 -0.14
C -0.0788 1.8066 1.0831 0.80 0.45 0.06
C 0.4128 3.0805 1.0046 2.41 0.63 -1.01
H -1.0869 1.8088 1.3645 -1.57 -1.08 -0.02
H -3.5108 -0.6333 -1.3277 -0.19 -0.42 -0.28
H -1.5473 -1.8966 -2.2673 -0.39 0.26 0.12
H 0.8098 -2.2719 -2.4160 -0.15 -0.59 -0.90
H -2.3166 0.4267 -0.8520 0.16 2.00 1.70
H 1.7087 -0.6562 -2.1720 -0.28 -0.48 -0.86
H 1.3371 -1.6072 -0.8860 -0.44 -0.21 -0.42
H -1.9283 -3.9929 0.7904 -1.70 -2.54 1.29
H -0.1676 3.9980 0.9069 -0.29 -0.48 0.61
H -0.1609 0.4621 -1.2768 0.01 -0.10 -0.02
H 2.8049 0.0065 0.5224 -0.12 -0.51 0.25
H 0.0811 -1.0559 2.7655 0.73 0.35 -0.65
H -1.1570 -2.8404 2.6336 -0.13 -0.70 2.23
H -2.9337 0.5820 -2.5333 0.57 -0.68 0.38
H 3.6655 2.1988 0.8622 0.96 0.24 -0.56
H 2.1354 4.2334 0.8696 1.04 0.72 -0.08



6.
31
Properties=species:S:1:pos:R:3:forces:R:3 method="wB97M-V/def2-TZVPD" spin_multiplicity=3 homo_lumo_gap_ev="8.25 / 5.23" e_homo_ev="-14.70 / -15.66" total_energy_ha=-1007.00118 total_charge=+2
S 3.4123 0.8468 0.5622 -0.44 -0.14 1.76
N 1.3374 0.5074 -1.0696 -2.89 0.07 -0.17
N 4.3922 -1.4231 0.4299 0.93 -2.86 0.25
N 0.3141 0.2670 -0.3114 3.24 -1.51 -1.26
N 3.5993 -1.9148 -0.6496 -0.54 0.31 0.13
C 2.5933 0.6189 -0.8604 2.50 0.79 -1.87
C -5.6102 0.2432 -0.3048 -3.56 -1.10 -1.39
C -3.0266 -0.1064 0.4670 -1.58 -2.11 -1.77
C -0.7446 0.6318 0.2024 -0.15 1.34 1.57
C -5.1153 -1.0693 -0.3305 0.93 -1.39 -0.88
C -1.6812 -0.3011 0.9206 0.71 -1.03 0.81
C -4.9020 1.3384 0.1342 -0.05 3.14 -0.25
C -3.7848 -1.2607 -0.0265 -0.82 0.52 0.50
C -3.5781 1.1502 0.3561 -0.18 1.45 1.10
C 4.9005 1.6437 0.1298 1.70 0.02 -1.43
H 3.5411 -2.9226 -0.6318 0.05 -0.07 -0.35
H 5.7546 1.2568 0.6526 0.17 -0.91 0.46
H 4.0002 -1.9783 1.2177 0.26 1.06 -0.16
H 3.8631 -1.5443 -1.5508 0.42 -0.27 0.07
H -0.9738 1.6700 0.4534 0.25 0.27 -0.71
H 5.3566 -1.8645 0.3679 -0.87 1.19 -0.04
H -2.9176 1.9396 0.6365 -0.12 0.83 0.06
H -5.3922 2.3871 0.1293 0.98 -1.97 0.14
H 5.2727 1.7830 -0.9206 -1.13 -0.50 0.63
H -5.7099 -1.8972 -0.7953 0.50 0.93 0.75
H 3.3854 0.7294 -1.7220 -2.41 -0.28 0.99
H 4.8200 2.5933 0.5571 -0.35 1.84 0.46
H -1.6568 -0.1151 2.0077 0.18 0.35 -0.11
H -3.3097 -2.2382 -0.1259 -0.09 0.32 0.10
H -1.4958 -1.3616 0.8471 0.83 -0.21 -0.28
H -6.6444 0.3904 -0.7720 1.52 -0.08 0.87



Molar mass for every record listed, in sequence, given in g/mol: 295.778 237.214 466.403 178.259 210.326 224.333.